Record 1
A single C3H4N2O molecule at a distorted geometry, computed with the ωB97M-V functional and the def2-TZVPD basis.

## Properties
**Energy relative to the best compared isomer or geometry (same formula, charge and spin)**: 251.0 kJ/mol
**SMILES**: Nc1cocn1
**Gap between HOMO and LUMO**: 0.3460 Eh
**E_LUMO**: 1.01 eV
**Spin multiplicity**: 1
**Calculated total energy**: -8201.283 eV

```
10
Properties=species:S:1:pos:R:3:lowdin_charge:R:1
N -1.742 -0.078 -0.032 0.166
C -0.471 0.116 -0.206 -0.386
C 0.444 1.083 -0.132 -0.035
O 1.787 0.561 0.087 0.019
C 1.503 -0.747 -0.016 -0.267
N 0.276 -1.105 -0.045 0.119
H -2.269 0.598 0.280 0.045
H -2.053 -0.886 0.368 0.081
H 0.188 2.054 -0.032 0.076
H 2.336 -1.597 -0.272 0.183
```

***

Record 2
A single C3H4N2O molecule at a distorted geometry, computed with the ωB97M-V functional and the def2-TZVPD basis.

## Properties
**Energy relative to the best compared isomer or geometry (same formula, charge and spin)**: 248.2 kJ/mol
**Gap between HOMO and LUMO**: 0.3459 Eh
**E_LUMO**: 0.85 eV
**Spin multiplicity**: 1
**Calculated total energy**: -8201.313 eV

```
10
Properties=species:S:1:pos:R:3:lowdin_charge:R:1
N 1.778 -0.247 0.310 0.135
C 0.440 -0.106 0.033 -0.403
C -0.500 0.829 0.250 -0.050
N -1.689 0.234 -0.263 -0.018
C -1.469 -1.023 -0.721 -0.085
O -0.135 -1.204 -0.550 -0.009
H 2.195 -1.030 -0.175 0.102
H 2.328 0.596 0.262 0.100
H -0.404 1.850 0.593 0.109
H -2.544 0.102 0.260 0.119
```

***

Copy entry 2 word for word.
A single C3H4N2O molecule at a distorted geometry, computed with the ωB97M-V functional and the def2-TZVPD basis.

## Properties
**Energy relative to the best compared isomer or geometry (same formula, charge and spin)**: 248.2 kJ/mol
**Gap between HOMO and LUMO**: 0.3459 Eh
**E_LUMO**: 0.85 eV
**Spin multiplicity**: 1
**Calculated total energy**: -8201.313 eV

```
10
Properties=species:S:1:pos:R:3:lowdin_charge:R:1
N 1.778 -0.247 0.310 0.135
C 0.440 -0.106 0.033 -0.403
C -0.500 0.829 0.250 -0.050
N -1.689 0.234 -0.263 -0.018
C -1.469 -1.023 -0.721 -0.085
O -0.135 -1.204 -0.550 -0.009
H 2.195 -1.030 -0.175 0.102
H 2.328 0.596 0.262 0.100
H -0.404 1.850 0.593 0.109
H -2.544 0.102 0.260 0.119
```

***

energy relative to the best compared isomer or geometry (same formula, charge and spin) of number 1 (C3H4N2O)?
251.0 kJ/mol